Entry 1:
A molecular structure, C11H13Cl3N4O5Ru, computed with ωB97M-V with the def2-TZVPD basis set.

Geometry (Å):
Ru (0.34755, 0.30336, 0.13795)
N (-2.33959, 3.04556, -1.96848)
C (-1.54818, 2.41336, -1.06879)
O (-1.78639, 1.26073, -0.71696)
C (-0.36416, 3.18166, -0.52858)
C (0.28723, 2.46491, 0.64179)
H (-2.88865, 2.44472, -2.56839)
H (-1.98968, 3.89090, -2.38598)
H (-0.69372, 4.20509, -0.30513)
H (0.34021, 3.26298, -1.36468)
H (-0.30481, 2.56457, 1.55391)
H (1.28893, 2.84918, 0.83577)
O (0.31962, 0.08100, -2.11813)
N (-0.32427, -1.02898, -2.00950)
C (-1.43366, -1.14999, -2.69533)
C (-1.95318, -0.09719, -3.51705)
N (-2.37072, 0.74802, -4.17736)
C (-2.16428, -2.37305, -2.57310)
N (-2.77311, -3.34599, -2.49368)
C (0.66791, -2.94584, 1.10325)
C (-0.41326, -2.19607, 1.87361)
C (-1.79592, -2.77357, 1.60259)
O (-0.40282, -0.82973, 1.54794)
H (0.69887, -4.00018, 1.38626)
H (1.64118, -2.49339, 1.29835)
H (0.46261, -2.87855, 0.03127)
H (-0.19873, -2.28139, 2.94830)
H (-2.02070, -2.70872, 0.53563)
H (-2.55427, -2.21131, 2.14947)
H (-1.84771, -3.82282, 1.90476)
Cl (2.34828, 0.37113, 3.09122)
C (3.78225, 0.72188, 2.12337)
Cl (4.24823, 2.41846, 2.38515)
Cl (5.10423, -0.34587, 2.67431)
C (3.59647, 0.48452, 0.56295)
O (4.55535, 0.77738, -0.11492)
O (2.47888, -0.00675, 0.21821)

Its HOMO energy (spin up / spin down) is -4.82 / -6.52 eV. The value obtained for the HOMO-LUMO gap (spin up / spin down) is 7.61 / 8.56 eV. Its total charge is -1. For the total energy, the calculation gives -2497.6069 Eh. Its expectation value of S² is 8.7621. Its energy above the lowest of the compared OMol25 structures with the same formula, charge and spin is 0.0 kJ/mol. Its multiplicity is 6.


Entry 2:
A molecular structure, C11H13ClFeO in a non-equilibrium geometry, computed with ωB97M-V with the def2-TZVPD basis set.

Geometry (Å):
C (2.38959, 1.78751, 0.25817)
C (1.49184, 1.51392, -0.82500)
C (1.50952, 0.07911, -1.06695)
H (0.95802, 2.26045, -1.43466)
C (2.44445, -0.52124, -0.17631)
C (3.02694, 0.52644, 0.61983)
H (4.00783, 0.44387, 1.05978)
H (2.68716, 2.76962, 0.65813)
H (1.08214, -0.39890, -1.95177)
H (2.80883, -1.54858, -0.20813)
Fe (0.60708, 0.53881, 0.87284)
Cl (-0.91213, 1.06408, 2.42566)
C (-4.22271, -1.29554, -0.76135)
C (-3.57216, -2.40186, -1.40491)
C (-3.15157, -1.97184, -2.70824)
H (-3.44814, -3.40524, -0.98999)
C (-3.54378, -0.60095, -2.87129)
C (-4.20583, -0.18259, -1.66822)
H (-4.64963, 0.79966, -1.48892)
H (-4.68062, -1.30901, 0.23083)
H (-2.65217, -2.58997, -3.45842)
H (-3.39529, 0.00578, -3.76780)
C (3.10098, 0.94520, 3.76948)
O (2.61607, 0.14125, 2.75441)
H (4.09831, 0.51071, 3.94897)
H (2.43510, 0.80737, 4.64364)
H (3.17017, 2.03193, 3.54020)

Its HOMO energy (spin up / spin down) is -2.32 / -2.32 eV. The value obtained for the HOMO-LUMO gap (spin up / spin down) is 4.94 / 2.54 eV. Its total charge is -1. For the total energy, the calculation gives -2225.9686 Eh. Its expectation value of S² is 8.7709. Its multiplicity is 6.


Entry 3:
A molecular structure, C11H13ClIrO in a non-equilibrium geometry, computed with ωB97M-V with the def2-TZVPD basis set.

Geometry (Å):
C (-0.79282, 2.78461, -0.13353)
C (-1.35444, 1.75812, -1.02801)
C (-0.24870, 1.09483, -1.68516)
H (-2.40531, 1.70998, -1.35725)
C (0.95194, 1.51943, -1.10341)
C (0.66792, 2.50279, -0.06551)
H (1.40311, 3.14082, 0.41408)
H (-1.30443, 3.62647, 0.33899)
H (-0.33999, 0.38761, -2.53082)
H (1.95525, 1.18282, -1.38691)
Ir (-0.45939, 1.27642, 1.05460)
Cl (-2.13295, -0.09469, 1.76918)
C (-0.14588, -1.81637, 0.10068)
C (1.11697, -1.98579, -0.57300)
C (0.81870, -2.39228, -1.90478)
H (2.09985, -1.75281, -0.11524)
C (-0.58387, -2.62298, -2.00623)
C (-1.17162, -2.33802, -0.73402)
H (-2.21548, -2.46714, -0.41098)
H (-0.26041, -1.58640, 1.18721)
H (1.56617, -2.63670, -2.65270)
H (-1.07874, -3.03313, -2.87309)
C (0.82707, 0.35304, 3.20675)
O (0.94563, 0.09695, 1.84003)
H (1.69611, 0.50712, 3.85269)
H (0.24502, -0.45008, 3.62653)
H (0.20030, 1.23538, 3.16990)

Its HOMO energy (spin up / spin down) is -6.74 / -7.78 eV. The value obtained for the HOMO-LUMO gap (spin up / spin down) is 7.17 / 5.55 eV. For the total energy, the calculation gives -1066.4085 Eh. Its expectation value of S² is 8.7919. Its energy above the lowest of the compared OMol25 structures with the same formula, charge and spin is 18.7 kJ/mol. Its multiplicity is 6.


Entry 4:
A molecular structure, C11H13ClOTi in a non-equilibrium geometry, computed with ωB97M-V with the def2-TZVPD basis set.

Geometry (Å):
C (0.91615, -1.68915, 1.27166)
C (0.98623, -1.30947, -0.11480)
C (-0.36384, -1.47733, -0.62206)
H (1.85327, -1.15456, -0.73059)
C (-1.22595, -1.74567, 0.43898)
C (-0.43405, -1.98731, 1.59153)
H (-0.87992, -2.24344, 2.54687)
H (1.74379, -1.64532, 1.94000)
H (-0.78810, -1.51145, -1.59029)
H (-2.27530, -1.89699, 0.31409)
Ti (0.16824, 0.71705, 0.03939)
Cl (2.27196, 1.19689, 0.80086)
C (0.05794, 2.16710, -1.47150)
C (-1.17973, 1.52314, -1.90486)
C (-0.85046, 0.38236, -2.66045)
H (-2.18988, 1.92984, -1.78623)
C (0.55142, 0.22670, -2.67600)
C (1.14794, 1.32098, -1.97776)
H (2.20612, 1.59468, -1.98987)
H (0.15880, 3.21049, -1.17362)
H (-1.58325, -0.32714, -3.04919)
H (1.09509, -0.62637, -3.09822)
C (-0.29196, 0.67240, 3.21252)
O (-0.42731, 0.94083, 1.79652)
H (-1.08525, 0.03635, 3.62242)
H (-0.24994, 1.53643, 3.87420)
H (0.66799, 0.15897, 3.39643)

Its HOMO energy (spin up / spin down) is -8.23 / -8.23 eV. The value obtained for the HOMO-LUMO gap (spin up / spin down) is 7.74 / 7.74 eV. For the total energy, the calculation gives -1811.8336 Eh. Its energy above the lowest of the compared OMol25 structures with the same formula, charge and spin is 109.8 kJ/mol.


Entry 5:
A molecular structure, C11H13IrN2O6 in a non-equilibrium geometry, computed with ωB97M-V with the def2-TZVPD basis set.

Geometry (Å):
O (-0.01963, 3.14043, 0.02424)
C (-0.01521, 2.01078, -0.22913)
Ir (0.00035, 0.04691, -0.30837)
C (0.01326, -1.94773, -0.14328)
O (0.02035, -3.09995, -0.05120)
C (-0.01059, -0.13312, -2.36215)
O (-0.09285, -1.01168, -3.18247)
C (1.98775, 0.03065, -0.26368)
O (3.13142, 0.01338, -0.28334)
C (-1.99214, 0.00228, -0.25338)
O (-3.13455, -0.02849, -0.27966)
H (0.08818, 0.96416, -2.58269)
C (2.22629, 0.94012, 3.76089)
N (1.16892, 0.01859, 4.10175)
C (1.30604, -0.89875, 5.21385)
C (0.05456, -0.87742, 6.05658)
C (-1.15494, -1.09612, 5.19551)
N (-1.15154, -0.17546, 4.07578)
C (-2.32602, 0.58553, 3.73843)
C (-0.00979, 0.23507, 3.45917)
O (-0.04414, 0.81870, 2.33957)
H (1.88729, 1.51009, 2.88593)
H (3.14766, 0.39130, 3.52103)
H (2.45259, 1.65678, 4.57564)
H (1.48263, -1.91318, 4.84397)
H (2.18374, -0.58305, 5.76901)
H (-0.02469, 0.10176, 6.55753)
H (0.10911, -1.59817, 6.86818)
H (-2.07701, -0.91882, 5.73251)
H (-1.16574, -2.12863, 4.83394)
H (-3.15838, -0.08183, 3.47938)
H (-2.66052, 1.24363, 4.56480)
H (-2.07170, 1.22123, 2.87836)

Its HOMO energy (spin up / spin down) is -16.58 / -20.72 eV. The value obtained for the HOMO-LUMO gap (spin up / spin down) is 5.33 / 3.94 eV. Its total charge is +3. For the total energy, the calculation gives -1090.7974 Eh. Its expectation value of S² is 8.8098. Its energy above the lowest of the compared OMol25 structures with the same formula, charge and spin is 290.5 kJ/mol. Its multiplicity is 6.


Entry 6:
A gas-phase ion, C11H13N2O5P (charge +2) in a non-equilibrium geometry, computed with ωB97M-V with the def2-TZVPD basis set.

Geometry (Å):
O (-1.81135, -0.63382, 5.39409)
P (-2.17346, -1.64399, 4.42199)
O (-3.68214, -1.83354, 4.06935)
O (-1.65706, -3.10567, 4.58610)
N (-1.49449, -1.09307, 2.83868)
C (-0.35061, -1.60601, 2.35236)
C (0.19923, -1.13322, 1.19439)
C (-0.44553, -0.10804, 0.49734)
C (0.16102, 0.43041, -0.75596)
C (1.25904, 1.29407, -0.67303)
C (1.82657, 1.76822, -1.82509)
N (1.34187, 1.40854, -3.02507)
C (2.02257, 1.93956, -4.24464)
O (3.36812, 1.62357, -4.24296)
O (3.45726, 0.19542, -4.23558)
C (0.29019, 0.58714, -3.13222)
C (-0.32397, 0.07884, -2.01254)
C (-1.63469, 0.40307, 1.01103)
C (-2.13027, -0.10869, 2.17758)
H (-4.22202, -1.16226, 4.52229)
H (-0.71288, -3.18395, 4.78735)
H (0.13931, -2.40238, 2.89177)
H (1.13085, -1.55197, 0.83916)
H (1.65923, 1.58867, 0.28723)
H (2.68435, 2.42804, -1.81245)
H (1.52534, 1.53781, -5.12669)
H (1.98805, 3.02818, -4.20868)
H (4.00809, 0.02868, -3.45537)
H (-0.05388, 0.34208, -4.12838)
H (-1.16218, -0.59556, -2.12655)
H (-2.16741, 1.20381, 0.51712)
H (-3.03916, 0.27605, 2.61741)

Its HOMO energy is -16.99 eV. The value obtained for the HOMO-LUMO gap is 9.17 eV. Its total charge is +2. For the total energy, the calculation gives -1253.4722 Eh.


What is the formula in the sixth record? C11H13N2O5P